Below is C13H28NO3P2Pt as an isolated structure, with properties calculated with wB97M-V/def2-TZVPD.

Results
- charge = +1
- spin multiplicity = 5
- ⟨S²⟩ = 6.012
- highest occupied orbital energy (spin up / spin down) (Ha) = -0.3298 / -0.4078

XYZ file:
```
48
C13H28NO3P2Pt, DFT wB97M-V/def2-TZVPD
C 1.018 -1.396 -3.135
C 1.038 -1.131 -1.755
N -0.075 -1.030 -1.037
C -1.276 -1.163 -1.619
C -1.378 -1.462 -2.992
C -0.216 -1.542 -3.742
C 2.392 -1.038 -1.063
P 2.220 -0.585 0.688
Pt 0.040 -1.226 1.102
P -2.229 -0.362 0.853
C -2.547 -1.081 -0.813
O 2.271 4.357 -3.591
O -0.986 2.112 -1.677
H 1.951 -1.420 -3.678
H -2.389 -1.567 -3.414
H -0.286 -1.681 -4.825
C 3.198 -1.805 1.628
C 3.097 1.023 0.848
H -3.297 -0.474 -1.363
H -3.016 -2.082 -0.664
H 2.971 -0.399 -1.570
H 2.824 -2.122 -0.981
C -3.386 -1.236 1.952
C -2.850 1.362 0.691
H 0.217 3.771 1.137
H -0.456 2.770 -1.151
H 2.266 4.639 -4.514
H 2.864 3.639 -3.551
H -0.210 -2.667 1.817
H -1.561 2.446 -3.033
H 4.241 -1.769 1.281
H 3.128 -1.578 2.711
H 2.738 -2.785 1.420
H 4.178 0.929 0.655
H 2.665 1.747 0.137
H 2.961 1.422 1.868
H -3.908 1.439 0.427
H -2.690 1.880 1.644
H -2.281 1.891 -0.101
H -4.414 -1.233 1.572
H -3.019 -2.263 2.046
H -3.358 -0.754 2.937
C -0.841 0.516 3.898
C 0.328 0.030 3.061
O 1.480 0.120 3.557
H -1.500 1.220 3.410
H -0.550 0.939 4.844
H -1.370 -0.400 4.083
```